Record 1
A molecular structure, C41H49N4O6PV in a non-equilibrium geometry, computed with ωB97M-V with the def2-TZVPD basis set.

```
102
Properties=species:S:1:pos:R:3:forces:R:3
V -1.1394 -1.1827 -0.5898 0.09 2.48 0.63
C 6.5546 2.4876 4.3943 0.26 0.09 -0.03
O 5.2829 1.8871 4.5288 -0.26 0.08 0.04
C 5.1056 0.5833 4.2633 -0.20 -0.52 -0.06
C 6.0600 -0.2921 3.7354 0.09 0.57 0.10
C 5.7518 -1.6232 3.5510 -0.69 -0.42 -0.03
C 4.4622 -2.1001 3.8105 -0.02 1.79 -0.07
C 3.4991 -1.2145 4.3242 0.22 -0.20 0.04
C 3.8272 0.0919 4.5680 0.28 0.28 -0.03
N 4.2021 -3.4411 3.6190 0.81 -0.82 0.23
N 3.0996 -3.8767 3.3194 0.36 -2.16 0.10
C 1.9907 -3.2600 2.8292 -1.52 1.34 -0.30
C 0.7785 -3.2649 3.5226 1.30 -0.14 -0.16
C -0.3643 -2.6514 3.0258 -0.56 0.78 -1.23
C -0.3442 -2.0512 1.7639 2.09 -1.36 1.70
O -1.3085 -1.4169 1.1490 -2.29 0.01 1.70
C 0.8550 -2.1326 1.0089 -0.14 -0.10 0.98
N 0.7502 -1.5469 -0.2093 1.92 -0.63 -0.26
C 1.7988 -1.5907 -1.0161 0.01 0.08 0.02
C 2.9972 -2.1906 -0.6337 0.28 -0.16 0.24
C 3.1316 -2.7508 0.6219 -0.18 0.22 -0.30
C 2.0370 -2.7229 1.4987 -0.41 0.01 0.30
H 6.4240 3.5106 4.7468 0.10 -0.12 -0.08
H 6.8868 2.4999 3.3522 -0.02 -0.03 0.04
H 7.3022 1.9845 5.0134 -0.04 -0.02 -0.03
H 7.0451 0.0575 3.4736 0.14 0.08 0.05
H 6.4835 -2.3116 3.1581 0.14 -0.08 0.03
H 2.5197 -1.5766 4.5982 -0.01 0.03 -0.01
H 3.1186 0.7805 4.9988 -0.11 0.05 0.09
H 0.7700 -3.6970 4.5136 -0.04 -0.08 0.02
H -1.2652 -2.6303 3.6219 -0.08 0.02 -0.02
H 1.6848 -1.1397 -1.9957 0.00 -0.06 0.03
H 3.8199 -2.2239 -1.3284 0.06 0.04 -0.10
H 4.0590 -3.2202 0.9118 0.10 -0.04 0.06
O -2.8629 -1.7165 -1.4465 -0.69 -0.26 0.16
C -2.0246 -2.3054 -2.1757 -1.96 -1.51 -2.09
O -0.8921 -1.7593 -2.3368 1.27 -0.71 -1.57
C -2.3139 -3.5981 -2.8345 -0.10 -0.26 -0.25
C -3.6214 -4.0806 -2.9260 0.12 0.13 0.11
C -3.8855 -5.2567 -3.6082 0.04 0.06 0.05
C -2.8497 -5.9675 -4.1927 0.32 -0.07 -0.06
C -1.5465 -5.5018 -4.0637 -0.90 0.65 0.47
C -1.2675 -4.3177 -3.4025 0.11 -0.03 -0.02
N -0.4467 -6.2625 -4.6255 0.33 -0.15 -0.11
O -0.7203 -7.2086 -5.3246 -0.04 -0.23 -0.17
O 0.6735 -5.8938 -4.3441 0.28 0.01 -0.02
H -4.4206 -3.5194 -2.4653 -0.07 0.04 0.03
H -4.8976 -5.6281 -3.6825 -0.01 0.03 -0.02
H -3.0267 -6.8787 -4.7440 -0.02 -0.05 0.02
H -0.2467 -3.9676 -3.3314 -0.06 -0.02 -0.03
C -0.4960 2.6639 -4.5279 0.08 -0.18 -0.07
C -1.8418 1.9510 -4.3440 0.04 0.10 0.04
C -1.9108 1.2128 -2.9995 -0.15 0.04 -0.07
C -1.1220 1.9697 -1.9297 -0.19 -0.11 0.40
C 0.3747 1.9685 -2.2848 -0.02 -0.08 -0.13
C 0.5979 1.8915 -3.8007 0.01 0.22 0.00
P -1.3573 1.1687 -0.2703 -0.33 1.89 0.27
C -0.2085 1.9906 0.9712 -0.04 -0.43 -0.31
C -0.1730 3.5293 0.8903 0.06 0.03 0.00
C 1.1677 4.0839 1.3907 -0.10 0.04 0.20
C 1.6524 3.3307 2.6245 0.09 0.10 -0.11
C 1.8951 1.8462 2.3083 -0.03 0.05 -0.15
C 1.2163 1.4391 0.9983 -0.04 -0.28 0.26
C -3.0147 1.6919 0.4308 0.16 -0.27 -0.10
C -4.0846 0.6237 0.1737 -0.17 -0.02 0.21
C -5.4634 1.1982 0.4902 -0.02 -0.12 -0.19
C -5.8521 2.2510 -0.5538 0.06 0.02 0.06
C -4.6268 3.0445 -1.0317 -0.03 0.08 0.09
C -3.5296 3.0911 0.0300 0.07 0.08 -0.15
H -0.5405 3.6777 -4.1261 0.00 0.09 -0.02
H -0.2632 2.7472 -5.5895 0.00 0.09 0.02
H -1.9818 1.2276 -5.1490 -0.08 0.02 -0.01
H -2.6484 2.6828 -4.4139 -0.08 -0.06 -0.02
H -1.4813 0.2137 -3.1032 -0.11 0.17 -0.07
H -2.9537 1.0910 -2.6991 0.04 -0.12 -0.02
H -1.5107 2.9920 -1.8829 0.09 -0.04 0.05
H 0.8537 1.1085 -1.8025 0.15 0.12 0.01
H 0.8381 2.8793 -1.9013 0.09 -0.09 0.13
H 0.5773 0.8537 -4.1344 0.07 -0.11 -0.05
H 1.5813 2.2962 -4.0423 0.03 -0.09 -0.01
H -0.6628 1.6912 1.9266 -0.02 -0.01 -0.12
H -0.9788 3.9443 1.4956 -0.10 0.04 -0.06
H -0.3190 3.8640 -0.1357 -0.13 0.08 -0.07
H 1.0507 5.1404 1.6319 0.00 0.05 -0.10
H 1.9204 4.0192 0.6047 0.05 0.03 -0.08
H 0.8993 3.4302 3.4069 -0.02 0.04 0.11
H 2.5685 3.7921 2.9936 -0.04 0.00 0.13
H 1.5053 1.2310 3.1199 0.02 -0.11 0.02
H 2.9624 1.6341 2.2309 0.01 -0.01 0.05
H 1.1924 0.3524 0.9325 0.16 0.18 -0.01
H 1.7954 1.8238 0.1617 0.00 -0.07 -0.17
H -2.8206 1.7061 1.5118 0.03 -0.06 -0.14
H -3.8740 -0.2525 0.7939 -0.01 0.00 -0.15
H -4.0670 0.3009 -0.8688 -0.02 -0.05 0.00
H -5.4498 1.6429 1.4879 -0.02 -0.04 0.06
H -6.2085 0.4032 0.4977 -0.02 -0.02 0.11
H -6.5966 2.9250 -0.1273 -0.02 0.00 -0.04
H -6.3156 1.7651 -1.4152 -0.05 0.00 0.05
H -4.9220 4.0669 -1.2761 0.07 -0.05 -0.10
H -4.2334 2.5996 -1.9450 0.06 0.02 -0.11
H -3.9487 3.5592 0.9222 0.08 0.09 0.05
H -2.7185 3.7324 -0.3159 -0.01 0.07 0.14
```
Forces are in eV/Å.

Its net charge is +1. The expectation value of S² is 2.019. The multiplicity is 3. The energy relative to the best compared isomer or geometry (same formula, charge and spin) is 0.002 eV. The molecular weight is 775.78 g mol⁻¹. The calculation puts the total energy at -96526.9017 eV.

Record 2
A gas-phase ion, C2H9NPS (charge +1) in a non-equilibrium geometry, computed with ωB97M-V with the def2-TZVPD basis set.

```
14
Properties=species:S:1:pos:R:3:forces:R:3
N -0.0053 -1.2363 0.0937 -3.03 -3.34 -2.47
C 0.3217 0.0652 -0.4378 -1.06 1.32 -2.04
P 1.9932 0.3736 0.3354 0.49 0.20 0.36
C -0.8682 1.0115 -0.0777 1.00 0.15 0.67
S -2.4429 0.2092 0.2104 -0.25 0.48 2.71
H 0.6766 -1.5365 0.7296 1.31 -1.05 1.21
H -0.0572 -1.9638 -0.7883 -0.03 1.85 3.21
H -1.0089 -1.1966 0.6498 1.65 -0.09 -1.74
H 0.2290 0.0348 -1.5652 0.77 -0.32 1.22
H 2.6686 1.2502 -0.5502 -0.28 -0.33 -0.16
H 2.5629 -0.8900 -0.0845 -0.17 0.78 -0.17
H -0.5999 1.6870 0.7084 -0.01 0.02 0.99
H -1.0277 1.6899 -0.8514 -0.14 0.89 -1.72
H -2.4421 0.5019 1.6279 -0.27 -0.56 -2.07
```
Forces are in eV/Å.

Its net charge is +1. The SMILES is [NH3+][C@H](P)CS. The multiplicity is 1. The energy relative to the best compared isomer or geometry (same formula, charge and spin) is 1.577 eV. The molecular weight is 110.14 g mol⁻¹. The calculation puts the total energy at -23825.4884 eV.

Record 3
A molecular structure, C20H31Cl3FeIN2O5PS in a non-equilibrium geometry, computed with ωB97M-V with the def2-TZVPD basis set.

```
65
Properties=species:S:1:pos:R:3:forces:R:3
C -2.5844 4.2555 2.2794 -0.09 0.00 -0.19
C -2.2284 4.5911 0.8361 -0.54 -0.04 0.04
C -2.5150 3.4606 -0.1526 0.50 -0.28 0.16
C -1.3332 2.5429 -0.4903 -0.94 0.51 0.06
N -0.8629 1.8885 0.7272 0.57 -0.28 -0.22
C 0.0495 0.7711 0.6848 -0.37 0.81 0.78
C 1.2229 1.1697 1.6123 0.24 0.30 -0.41
Cl 2.2729 -0.1999 2.0033 -0.02 -0.07 -0.09
C 1.9899 2.4349 1.0769 0.52 -0.05 0.80
C 1.3520 3.7488 1.5473 -0.27 -0.12 -0.70
Cl 3.6900 2.4350 1.6601 -0.09 -0.15 -0.11
O 0.5338 0.7406 -0.7327 0.15 -0.62 0.14
S 1.4899 -0.3628 -1.2043 0.20 -0.39 0.18
O 1.1930 -0.4748 -2.6945 -0.25 0.71 -0.73
O 2.8689 0.0369 -1.1226 0.26 0.43 -0.44
C 1.1472 -1.9403 -0.4310 -0.63 -0.53 -0.21
C 0.9278 -3.0027 -1.5220 0.28 0.02 -0.29
C 2.2275 -3.4031 -2.2302 0.26 -0.26 0.10
O 2.5758 -4.6883 -1.7989 -0.38 0.20 -0.01
C 3.9750 -4.9780 -1.8082 0.31 0.01 0.28
C 4.6163 -4.5763 -0.4945 0.02 -0.10 -0.26
C -0.0205 -1.9433 0.5955 0.68 -0.21 0.54
Cl 0.5769 -2.8955 2.0020 -0.03 0.09 -0.01
C -0.7306 -0.5876 0.9047 -0.37 -0.21 -0.63
C -1.9052 -0.5557 -0.1249 -0.02 0.15 0.27
C -3.1718 -0.0745 0.1562 -0.54 -0.07 -0.51
C -4.1526 -0.1071 -0.8459 0.79 -0.19 0.18
C -3.7885 -0.6045 -2.0833 -0.05 0.14 0.18
C -2.4817 -1.0376 -2.2718 -0.06 0.01 0.06
N -1.5510 -1.0275 -1.3185 -0.34 0.13 -0.07
P -1.6544 -0.6665 2.5339 0.63 -0.08 0.60
O -2.3803 -2.0651 2.4849 0.24 0.24 -0.05
I -0.4888 -0.4221 4.5802 -0.21 0.07 -0.37
H -2.5479 5.1484 2.8913 0.20 0.06 0.25
H -3.6110 3.9014 2.3339 -0.18 -0.09 -0.01
H -1.9486 3.4864 2.7166 0.20 -0.01 0.14
H -2.8652 5.4240 0.5544 0.00 0.21 -0.08
H -1.2091 4.9487 0.7485 0.25 0.02 -0.04
H -3.3093 2.8260 0.2447 -0.25 0.00 0.00
H -2.8780 3.8568 -1.0946 -0.06 0.08 -0.18
H -1.7135 1.8423 -1.2336 0.25 -0.24 -0.20
H -0.5508 3.1571 -0.9234 0.34 -0.04 -0.06
H -1.6186 1.7138 1.3724 -0.15 0.13 0.02
H 0.7737 1.5090 2.5375 -0.18 -0.22 0.26
H 2.1024 2.3876 0.0057 -0.18 0.01 -0.26
H 2.0787 4.3854 2.0254 0.15 0.07 0.24
H 0.9798 4.2918 0.6841 -0.10 0.13 -0.09
H 0.5024 3.5723 2.1914 -0.07 0.06 0.28
H 2.0804 -2.1959 0.0565 0.30 0.36 0.25
H 0.1500 -2.6994 -2.2086 -0.16 0.11 -0.07
H 0.5680 -3.8865 -1.0027 0.01 -0.18 0.13
H 3.0375 -2.7040 -1.9811 0.09 0.19 0.05
H 2.1161 -3.3723 -3.3189 -0.14 -0.07 -0.11
H 4.0735 -6.0467 -1.9622 -0.13 -0.11 -0.05
H 4.4640 -4.4780 -2.6429 0.00 0.04 -0.23
H 5.6300 -4.9588 -0.4466 0.20 -0.03 -0.01
H 4.6814 -3.4947 -0.3918 -0.08 0.18 0.14
H 4.0657 -5.0099 0.3330 -0.11 0.01 0.17
H -0.7561 -2.6245 0.2023 -0.34 0.17 -0.21
H -3.4782 0.3433 1.1063 0.17 0.00 0.23
H -5.1450 0.2501 -0.6321 -0.20 0.04 -0.06
H -4.4946 -0.6534 -2.8940 -0.11 -0.04 -0.14
H -2.1873 -1.4191 -3.2357 0.14 -0.11 -0.17
H -2.2210 -2.6070 3.2776 -0.30 -0.26 -0.01
Fe 2.3705 0.6432 -3.6721 0.01 -0.64 0.79
```
Forces are in eV/Å.

Its net charge is +3. The expectation value of S² is 8.763. The multiplicity is 6. The energy relative to the best compared isomer or geometry (same formula, charge and spin) is 0.000 eV. The molecular weight is 731.63 g mol⁻¹. The calculation puts the total energy at -134607.2043 eV.

Record 4
A molecular structure, C38H44Li2O18S in a non-equilibrium geometry, computed with ωB97M-V with the def2-TZVPD basis set.

```
103
Properties=species:S:1:pos:R:3:forces:R:3
Li 0.3549 2.8514 -0.4654 0.05 -0.54 0.53
Li -2.8735 -1.5134 -1.5871 0.04 0.43 0.02
S -0.4221 -0.2691 -0.2355 7.91 -4.56 6.88
O 0.7918 -0.8687 -0.9233 -1.36 -0.39 0.40
O 0.0310 1.0340 -0.0474 0.41 6.66 0.53
O -1.5801 -0.3897 -0.9384 -6.85 -1.10 -4.82
O -0.5980 -0.9167 1.1321 0.45 0.61 -2.30
C -2.4884 -1.7787 3.8105 -1.41 -1.25 0.97
O -2.6898 -1.3258 2.5469 -1.11 0.16 -3.47
H -2.1657 -2.7918 3.8196 1.20 -0.94 0.01
H -3.4213 -1.9211 4.3787 0.13 1.16 -0.03
H -1.7970 -1.0634 4.1036 1.41 0.67 2.67
H -1.8103 -1.3603 2.0903 -1.16 0.31 -0.09
C 1.8634 2.9146 2.0700 -1.15 -1.99 0.43
O 1.0417 3.6611 1.1514 -0.86 1.06 0.84
H 2.0006 3.5737 2.9208 0.38 -0.31 0.45
H 2.7703 2.8530 1.5226 1.11 -1.27 0.23
H 1.2486 1.9750 2.3918 1.89 1.31 -0.63
H 0.8300 4.2422 1.8955 -1.43 1.02 -1.66
C 1.4121 -5.7376 -0.9466 4.66 4.09 2.36
C 2.2637 -6.7120 -0.4292 -0.61 0.51 -0.32
C 3.4572 -6.3828 0.2488 -3.96 2.03 -2.88
C 3.7353 -5.0014 0.4204 -1.32 -2.48 -0.09
C 2.9003 -3.9998 -0.0268 -0.09 -0.66 -0.07
C 1.7645 -4.3233 -0.8069 0.83 -0.08 0.65
O 1.0883 -3.2974 -1.4016 -0.48 1.03 0.73
O 4.2743 -7.3244 0.5558 4.59 0.56 2.73
H 0.5334 -5.9026 -1.3568 -3.94 -1.25 -2.16
H 1.9323 -7.7396 -0.6282 0.52 0.18 0.39
H 4.5228 -4.7890 1.0517 1.83 0.67 1.04
H 3.2291 -3.0085 0.3212 -0.70 -0.13 -0.75
H 1.1914 -2.2612 -1.0253 -0.23 -3.48 -0.63
H 4.2218 -8.2340 0.4269 -1.32 -1.81 -0.83
C -3.7805 2.6901 -4.6981 0.98 -1.22 -1.81
C -3.5152 1.6424 -3.8319 -5.74 8.59 5.41
C -4.0250 1.8578 -2.4662 0.67 0.52 -2.52
C -4.7056 3.0416 -2.0995 2.01 -0.73 -4.04
C -4.8393 4.0779 -3.0424 9.67 -16.56 -4.15
C -4.4582 3.8578 -4.3912 -0.16 -0.37 3.51
O -4.8181 4.7665 -5.2877 0.31 0.49 -2.36
O -3.7819 0.8457 -1.5687 -0.21 -0.81 0.64
H -3.3978 2.4638 -5.6890 -0.28 0.67 -0.35
H -3.0501 0.8472 -4.0183 3.83 -6.29 -1.95
H -5.1385 3.1803 -1.2044 -1.14 0.13 3.22
H -5.2902 4.7714 -2.9159 -9.86 15.28 3.52
H -5.1085 5.6118 -4.9418 0.00 -0.16 0.46
H -2.8453 0.8457 -1.3201 -0.21 0.20 0.01
C 2.1825 -1.5088 5.0595 0.44 -1.30 -1.37
C 2.7395 -2.6371 5.6585 -4.93 -1.57 -3.34
C 2.1218 -3.9019 5.3765 1.48 1.98 -0.53
C 1.2099 -4.0747 4.3924 0.11 1.43 0.44
C 0.8106 -2.9880 3.6694 2.37 2.61 2.30
C 1.3260 -1.6769 3.9368 0.26 -3.52 1.79
O 1.1129 -0.6576 3.1670 -3.26 3.08 -3.29
O 2.6558 -4.9493 6.0071 3.33 1.60 1.18
H 2.5867 -0.5452 5.2321 0.14 0.92 0.33
H 3.1410 -2.7806 6.5457 3.01 0.68 3.99
H 0.8269 -5.0214 4.2443 -0.83 -1.89 -0.67
H 0.2368 -3.1381 2.8688 -2.42 -0.33 -3.15
H 0.2233 -0.6423 2.4934 3.19 -0.75 1.81
H 2.1151 -5.6612 6.1108 -2.53 -2.90 0.17
C -5.7220 2.9044 2.4807 0.92 1.52 -0.55
C -5.6065 4.1727 1.9579 2.14 0.96 -0.64
C -4.4868 4.5660 1.1568 -0.31 -2.96 0.73
C -3.4744 3.5087 0.8354 -6.87 0.94 3.10
C -3.7010 2.1844 1.2569 2.32 1.83 0.15
C -4.7734 2.0024 2.1444 -0.03 -5.94 -0.66
O -5.1042 0.6311 2.5628 3.43 0.06 -1.58
O -4.3811 5.8665 0.7505 7.06 -5.14 -3.23
H -6.4254 2.7587 3.2485 -0.88 -0.74 0.54
H -6.2160 4.9235 2.4108 -0.58 0.64 -0.25
H -2.6338 3.8418 0.4695 4.40 1.37 -2.44
H -2.7493 1.5310 1.0364 -2.58 0.53 0.84
H -4.3166 -0.0288 2.2274 -2.41 2.29 1.41
H -5.0096 6.3671 1.0363 -6.21 4.52 2.95
C 0.5566 1.0196 -3.6925 -4.34 -2.13 -6.28
C 0.4113 2.0546 -4.5784 -0.71 2.61 0.43
C -0.2884 1.9377 -5.8699 1.48 1.19 2.74
C -0.6819 0.6955 -6.2659 -0.67 -2.54 -0.15
C -0.4487 -0.3577 -5.3470 0.40 2.47 1.14
C 0.0717 -0.2806 -4.0690 -0.03 2.87 -2.23
O 0.1976 -1.3801 -3.3466 -0.41 -0.55 -0.68
O -0.3968 3.0199 -6.6653 -0.72 3.35 -0.34
H 1.0706 0.9164 -2.9087 4.22 0.79 6.46
H 0.6960 3.1221 -4.0975 -0.47 -2.29 -1.85
H -1.2011 0.2763 -7.2030 1.02 1.72 1.18
H -0.5578 -1.3158 -5.6005 -1.06 -3.66 -1.61
H 0.5890 -1.1059 -2.5194 0.38 -0.41 1.03
H -0.5006 3.9767 -6.2519 0.44 -3.51 -0.63
C 5.4173 0.6686 -1.3820 -4.41 -1.74 3.28
C 6.4729 0.8443 -0.6052 0.47 1.06 5.34
C 6.3350 0.9657 0.8237 -1.97 -1.08 -0.62
C 5.0628 0.6696 1.3487 1.89 0.48 1.78
C 3.9966 0.2559 0.6120 8.38 4.23 -6.91
C 4.1557 0.2380 -0.8197 1.15 1.61 2.47
O 3.1068 -0.0805 -1.5484 -0.58 -0.22 -2.20
O 7.3711 1.2831 1.6406 1.35 1.71 -4.12
H 5.6589 0.6227 -2.3301 0.25 -0.33 -5.03
H 7.4117 0.8934 -1.0058 2.34 0.46 -1.04
H 4.9833 0.6931 2.4482 -0.05 -0.08 -0.44
H 3.2831 -0.2059 0.9315 -8.44 -4.60 4.18
H 2.2322 -0.2219 -1.1145 0.77 0.03 0.39
H 7.4483 1.0562 2.5156 -0.80 -1.33 2.94
```
Forces are in eV/Å.

Its net charge is 0. The multiplicity is 1. The energy relative to the best compared isomer or geometry (same formula, charge and spin) is 4.780 eV. The molecular weight is 834.70 g mol⁻¹. The calculation puts the total energy at -88208.5747 eV.

Repeat the second record exactly.
A gas-phase ion, C2H9NPS (charge +1) in a non-equilibrium geometry, computed with ωB97M-V with the def2-TZVPD basis set.

```
14
Properties=species:S:1:pos:R:3:forces:R:3
N -0.0053 -1.2363 0.0937 -3.03 -3.34 -2.47
C 0.3217 0.0652 -0.4378 -1.06 1.32 -2.04
P 1.9932 0.3736 0.3354 0.49 0.20 0.36
C -0.8682 1.0115 -0.0777 1.00 0.15 0.67
S -2.4429 0.2092 0.2104 -0.25 0.48 2.71
H 0.6766 -1.5365 0.7296 1.31 -1.05 1.21
H -0.0572 -1.9638 -0.7883 -0.03 1.85 3.21
H -1.0089 -1.1966 0.6498 1.65 -0.09 -1.74
H 0.2290 0.0348 -1.5652 0.77 -0.32 1.22
H 2.6686 1.2502 -0.5502 -0.28 -0.33 -0.16
H 2.5629 -0.8900 -0.0845 -0.17 0.78 -0.17
H -0.5999 1.6870 0.7084 -0.01 0.02 0.99
H -1.0277 1.6899 -0.8514 -0.14 0.89 -1.72
H -2.4421 0.5019 1.6279 -0.27 -0.56 -2.07
```
Forces are in eV/Å.

Its net charge is +1. The SMILES is [NH3+][C@H](P)CS. The multiplicity is 1. The energy relative to the best compared isomer or geometry (same formula, charge and spin) is 1.577 eV. The molecular weight is 110.14 g mol⁻¹. The calculation puts the total energy at -23825.4884 eV.